*P*
DFT (ωB97M-V/def2-TZVPD) results for C35H29I2N4O3RuS as an isolated structure.

Summary:
Orbital gap (alpha / beta) = 0.2758 / 0.2695 Ha
Expectation value of S² = 0.76
Charge = 0
Multiplicity = 2

Each line ends with the Löwdin spin population.
Geometry (Å):
1 I 4.497 4.713 1.953  0.000
2 I 4.063 -0.758 -0.498  0.001
3 Ru -0.410 0.190 -0.150  0.893
4 S -1.334 -2.781 0.459  0.006
5 O -1.598 -1.948 1.607  0.008
6 O -2.437 -3.510 -0.115  0.003
7 O 1.236 -0.495 1.016  0.018
8 N -0.868 1.410 1.738  0.003
9 N 0.828 -0.166 -2.025  0.017
10 N -2.587 0.217 0.010  0.003
11 N -0.609 -1.848 -0.650  0.024
12 C 1.066 -4.155 -3.086  0.000
13 C 3.225 0.798 0.605  0.003
14 C -0.873 2.018 -1.234  -0.015
15 C 0.227 -3.738 -2.030  -0.001
16 C -3.103 0.854 1.058  0.002
17 C 1.549 0.720 -2.671  0.002
18 C -2.172 0.958 2.220  0.002
19 C -4.674 0.386 -1.124  0.000
20 C 0.536 3.942 -0.462  0.001
21 C -0.705 3.310 -0.517  0.007
22 C 0.404 -6.276 1.416  0.000
23 C -0.438 -5.333 0.844  0.001
24 C 2.366 0.400 -3.770  0.001
25 C -4.401 1.332 1.053  0.000
26 C 3.950 1.964 0.818  0.000
27 C 1.734 -1.893 -3.472  0.000
28 C 1.967 0.594 1.201  0.009
29 C 1.798 -4.510 2.283  0.000
30 C 0.962 -3.558 1.719  0.001
31 C -3.359 -0.039 -1.052  0.000
32 C 1.811 -3.266 -3.800  -0.001
33 C 0.700 5.156 0.190  0.001
34 C 2.459 -0.898 -4.163  -0.001
35 C 1.517 1.578 2.084  0.004
36 C -5.194 1.103 -0.059  0.000
37 C 1.515 -5.864 2.139  0.001
38 C -1.624 5.157 0.768  0.001
39 C 2.225 2.747 2.304  0.000
40 C -1.784 3.947 0.099  0.000
41 C 0.908 -1.474 -2.413  0.002
42 C 0.213 1.262 2.734  0.000
43 C -0.150 -3.984 1.002  0.000
44 C -0.378 5.766 0.819  0.000
45 C 0.143 -2.410 -1.675  0.003
46 C 3.431 2.947 1.653  0.002
47 H 0.050 1.902 3.606  -0.001
48 H -2.594 1.598 3.000  0.000
49 H 0.201 0.219 3.049  0.000
50 H -2.478 5.629 1.239  0.000
51 H 1.673 5.631 0.203  0.000
52 H 1.108 -5.210 -3.329  0.000
53 H 1.523 1.738 -2.311  0.001
54 H -4.782 1.865 1.914  0.000
55 H -0.250 6.711 1.330  0.000
56 H -0.923 2.385 1.464  0.003
57 H -6.210 1.475 -0.091  0.000
58 H 1.165 -2.498 1.819  0.000
59 H -2.031 -0.047 2.619  0.000
60 H -2.896 -0.606 -1.848  0.000
61 H 2.911 1.187 -4.273  0.000
62 H -1.323 -5.628 0.295  0.000
63 H 2.161 -6.602 2.600  0.000
64 H 2.669 -4.194 2.842  0.000
65 H -2.767 3.491 0.036  0.000
66 H -0.200 1.907 -2.061  -0.001
67 H 1.842 3.492 2.992  0.000
68 H 4.915 2.096 0.347  0.000
69 H 3.095 -1.187 -4.993  0.000
70 H -5.267 0.164 -1.999  0.000
71 H -1.899 1.840 -1.534  -0.002
72 H 1.392 3.466 -0.931  0.000
73 H 0.189 -7.331 1.303  0.000
74 H 2.460 -3.587 -4.605  0.000
75 H -0.366 -4.471 -1.509  0.000

---

*Q*
DFT (ωB97M-V/def2-TZVPD) results for C35H29I2N4O3RuS as an isolated structure.

Summary:
Orbital gap (alpha / beta) = 0.2788 / 0.2668 Ha
Expectation value of S² = 0.75
Charge = 0
Multiplicity = 2

Each line ends with the Löwdin spin population.
Geometry (Å):
1 I -5.803 4.151 1.249  0.000
2 I -3.612 0.217 -2.706  0.000
3 Ru -0.069 -0.514 0.475  0.848
4 S 2.712 1.269 -0.593  0.006
5 O -1.172 0.552 -0.799  0.073
6 O 2.099 2.188 0.338  0.000
7 O 4.112 0.985 -0.379  0.001
8 N -0.218 0.937 1.983  -0.005
9 N 1.382 -1.209 1.822  -0.005
10 N 1.793 -0.044 -0.648  0.025
11 N -0.010 -1.948 -1.073  -0.003
12 C -4.218 3.002 0.531  0.001
13 C -1.362 -1.749 1.639  0.012
14 C 1.703 -0.357 2.802  0.002
15 C -4.383 2.242 -0.614  0.000
16 C -3.015 2.978 1.218  0.000
17 C 3.015 -2.751 2.601  -0.001
18 C -3.690 0.114 3.998  0.001
19 C 2.156 -1.050 -1.541  0.001
20 C 1.002 0.977 2.807  0.000
21 C -2.119 1.363 -0.353  0.006
22 C -0.629 2.268 1.472  0.000
23 C 1.121 2.624 -4.022  0.000
24 C -2.592 -0.581 3.503  0.004
25 C -4.798 0.327 3.195  0.004
26 C 3.530 -2.192 -3.192  0.000
27 C 2.021 -2.379 1.721  0.003
28 C 1.270 2.053 -2.768  0.001
29 C 2.545 -3.087 -3.492  0.001
30 C 3.351 -1.878 3.626  0.004
31 C 3.346 -1.175 -2.237  0.001
32 C 2.541 1.975 -2.213  0.002
33 C 1.316 -3.005 -2.802  0.000
34 C 1.147 -2.028 -1.799  0.001
35 C -4.799 -0.170 1.895  0.000
36 C -0.963 -3.662 -2.441  0.000
37 C 0.215 -3.838 -3.102  -0.002
38 C -1.962 2.192 0.778  0.002
39 C 2.231 3.106 -4.705  0.000
40 C -3.341 1.433 -1.034  0.003
41 C 2.686 -0.671 3.729  -0.001
42 C -1.029 -2.700 -1.418  -0.002
43 C -3.699 -0.847 1.401  0.004
44 C 3.495 3.019 -4.140  0.000
45 C -2.564 -1.060 2.190  0.009
46 C 3.656 2.448 -2.884  0.001
47 H 4.632 2.360 -2.425  0.000
48 H -0.773 -2.156 2.465  0.002
49 H 4.126 -2.136 4.335  0.000
50 H 0.317 -4.589 -3.876  0.000
51 H -0.689 2.979 2.302  0.000
52 H -1.952 -2.556 -0.875  0.000
53 H 1.680 1.710 2.368  0.000
54 H 0.775 1.283 3.833  0.000
55 H 2.110 3.547 -5.686  0.000
56 H 4.358 3.392 -4.676  0.000
57 H -1.841 -4.249 -2.669  0.000
58 H -3.709 -1.215 0.380  0.000
59 H -5.315 2.258 -1.162  0.000
60 H 4.479 -2.242 -3.711  0.000
61 H 0.137 2.687 -4.468  0.000
62 H 1.715 -3.015 0.901  0.000
63 H 2.679 -3.846 -4.253  0.000
64 H -0.988 0.613 2.567  0.001
65 H -1.746 -0.782 4.156  0.000
66 H -2.884 3.586 2.104  0.000
67 H -3.682 0.476 5.019  0.000
68 H 0.149 2.597 0.787  0.000
69 H 0.418 1.656 -2.226  0.000
70 H 2.926 0.036 4.511  0.000
71 H -5.655 0.870 3.572  0.000
72 H -5.664 -0.015 1.261  0.000
73 H 4.152 -0.483 -2.052  0.000
74 H -1.670 -2.593 1.022  -0.001
75 H 3.515 -3.701 2.481  0.000

---

Verdict on stability: *P* comes out at the bottom.

---

*P*
DFT (ωB97M-V/def2-TZVPD) results for a 2-piece molecular cluster, C11H14N2O overall.

Summary:
Orbital gap = 0.3416 Ha
Charge = 0

Each line ends with the Löwdin charge.
Geometry (Å):
1 O 1.140 -1.015 -0.038  0.026
2 N -1.356 0.701 -3.188  0.044
3 N 0.173 2.254 -3.441  0.087
4 C 0.196 -2.087 1.832  -0.016
5 C 0.283 0.328 1.761  -0.015
6 C -1.530 -0.745 4.944  -0.050
7 C -0.363 0.365 2.995  -0.049
8 C 2.297 0.969 -3.095  -0.034
9 C -0.728 -0.808 3.646  -0.289
10 C 0.547 -0.914 1.203  -0.324
11 C 0.790 1.057 -3.148  -0.358
12 C -1.099 2.002 -3.446  -0.223
13 C -0.504 -2.034 3.038  -0.043
14 C -0.145 0.078 -3.018  -0.076
15 H 0.579 1.280 1.340  0.114
16 H -0.989 -1.275 5.721  0.076
17 H 2.666 0.195 -3.763  0.076
18 H -2.253 0.253 -3.181  0.144
19 H 2.647 1.971 -3.318  0.072
20 H -0.603 1.295 3.494  0.108
21 H 1.566 -0.185 -0.256  0.076
22 H -0.923 -2.945 3.444  0.113
23 H 0.395 -3.028 1.333  0.118
24 H -0.150 -0.922 -2.625  0.112
25 H -1.855 2.721 -3.729  0.115
26 H -1.689 0.285 5.201  0.060
27 H -2.513 -1.189 4.775  0.080
28 H 2.608 0.730 -2.079  0.054

---

*Q*
DFT (ωB97M-V/def2-TZVPD) results for one molecule with the formula C11H14N2O.

Summary:
Orbital gap = 0.3503 Ha
Charge = 0

Each line ends with the Löwdin charge.
Geometry (Å):
1 O -1.443 -2.566 0.120  -0.063
2 N 2.135 -1.796 1.514  0.016
3 N -0.274 -2.320 0.805  0.050
4 C -0.170 -1.094 1.090  -0.267
5 C -1.134 -0.030 0.946  -0.112
6 C 0.449 1.876 -1.791  -0.076
7 C 1.740 0.811 0.082  -0.108
8 C -0.592 2.239 -2.599  -0.122
9 C -0.748 0.601 -0.308  -0.145
10 C 1.612 0.606 1.629  -0.120
11 C -1.872 0.795 -1.247  -0.004
12 C 0.487 1.193 -0.582  -0.172
13 C -1.814 1.659 -2.345  -0.097
14 C 1.145 -0.801 1.902  -0.328
15 H -1.667 -3.495 -0.104  0.114
16 H 1.282 2.552 -2.106  0.119
17 H 2.110 -0.151 -0.277  0.106
18 H 2.532 1.528 -0.151  0.121
19 H -1.090 0.477 1.879  0.125
20 H 1.785 -2.716 1.491  0.032
21 H -0.329 3.149 -3.186  0.119
22 H -2.712 1.890 -2.965  0.113
23 H -2.161 -0.480 0.891  0.134
24 H 1.047 -0.947 2.942  0.129
25 H -2.815 0.194 -0.994  0.129
26 H 2.528 0.757 2.154  0.111
27 H 2.549 -1.727 0.519  0.107
28 H 0.841 1.170 2.052  0.090

---

*R*
DFT (ωB97M-V/def2-TZVPD) results for one molecule with the formula C11H14N2O.

Summary:
Orbital gap = 0.3058 Ha
Charge = 0

Each line ends with the Löwdin charge.
Geometry (Å):
1 O -3.343 0.637 -0.472  0.040
2 N -2.077 0.211 0.057  -0.074
3 N -2.282 -2.243 0.215  0.053
4 C -0.151 -1.040 0.326  -0.194
5 C -1.143 2.559 -0.113  0.016
6 C 2.630 0.201 -0.125  -0.087
7 C 0.136 0.450 0.183  -0.096
8 C 1.342 1.010 -0.018  -0.177
9 C -1.083 1.167 0.085  -0.162
10 C 0.949 -1.834 -0.471  -0.145
11 C 1.301 2.392 0.049  -0.063
12 C 0.130 3.124 0.049  -0.093
13 C -1.524 -1.149 -0.268  -0.352
14 C 2.277 -1.295 0.054  -0.192
15 H -2.086 3.067 -0.120  0.099
16 H -2.215 -2.358 1.271  0.112
17 H 2.280 2.931 0.164  0.126
18 H -3.873 0.398 0.234  0.054
19 H 3.161 -1.911 -0.168  0.113
20 H -3.281 -2.212 -0.083  0.091
21 H 3.064 0.339 -1.063  0.099
22 H 0.224 4.122 0.219  0.067
23 H -1.483 -1.312 -1.340  0.151
24 H 0.096 -1.292 1.400  0.171
25 H 0.657 -1.855 -1.582  0.137
26 H 3.270 0.399 0.685  0.103
27 H 2.182 -1.597 1.063  0.089
28 H 0.842 -2.908 -0.232  0.113

---

Verdict on stability: *Q* comes out at the bottom.